Computed, not measured: C40H41N3OP2Pd as an isolated structure, with ωB97M-V/def2-TZVPD.

Last column: Mulliken spin population.
CARTESIAN COORDINATES (ANGSTROEM)
Pd 0.020 -1.624 1.716  1.377
N 1.826 -2.798 1.361  0.102
C 1.771 -3.958 2.303  0.001
C 0.347 -4.488 2.372  -0.010
N -0.539 -3.399 2.842  0.283
C -1.996 -3.540 2.637  -0.004
C -2.658 -2.213 2.971  0.004
N -2.109 -1.131 2.094  0.102
H 1.806 -3.145 0.402  -0.003
H 2.712 -2.308 1.450  0.001
H 2.082 -3.603 3.286  0.002
H 2.464 -4.742 1.998  0.002
H 0.285 -5.349 3.041  0.012
H -0.004 -4.809 1.388  0.005
H -0.352 -3.204 3.825  -0.026
H -2.400 -4.346 3.254  0.011
H -2.166 -3.805 1.590  0.004
H -2.457 -1.945 4.010  0.001
H -3.740 -2.286 2.862  0.003
H -2.315 -0.223 2.504  0.001
H -2.623 -1.128 1.211  0.001
O 0.524 2.503 -1.642  -0.013
C 1.237 1.362 -1.857  -0.048
C 1.251 0.683 -3.071  0.001
C 2.037 -0.446 -3.212  0.007
C 2.827 -0.911 -2.161  0.005
C 2.831 -0.223 -0.964  0.011
C 2.034 0.919 -0.794  0.045
P 2.157 1.901 0.699  0.501
C 3.555 2.941 0.751  0.146
C 4.235 3.275 -0.443  0.046
C 5.290 4.155 -0.395  -0.004
C 5.659 4.735 0.824  0.142
C 4.969 4.439 2.005  -0.015
C 3.914 3.560 1.975  0.078
C 2.071 0.808 2.146  0.054
C 0.807 0.525 2.698  0.082
C 0.693 -0.320 3.811  0.064
C 1.854 -0.851 4.401  0.057
C 3.095 -0.550 3.875  0.003
C 3.207 0.279 2.753  0.087
C -0.507 2.854 -2.508  -0.041
C -0.355 3.995 -3.265  0.000
C -1.407 4.436 -4.060  0.019
C -2.611 3.743 -4.092  -0.001
C -2.769 2.605 -3.323  0.048
C -1.709 2.134 -2.529  0.120
P -1.957 0.667 -1.561  0.398
C -3.559 0.615 -0.829  0.083
C -4.319 -0.571 -0.823  0.060
C -5.579 -0.567 -0.256  -0.017
C -6.085 0.601 0.317  0.103
C -5.330 1.774 0.330  -0.030
C -4.070 1.787 -0.235  0.075
C -1.544 -0.879 -2.357  0.104
C -1.070 -1.948 -1.591  -0.243
C -0.840 -3.179 -2.178  0.028
C -1.082 -3.347 -3.538  0.015
C -1.534 -2.283 -4.309  0.000
C -1.764 -1.045 -3.725  0.029
H 0.667 1.055 -3.903  0.001
H 2.060 -0.956 -4.166  0.000
H 3.475 -1.765 -2.305  0.001
H 3.505 -0.526 -0.169  0.005
H 3.947 2.817 -1.381  0.001
H 5.836 4.400 -1.295  0.002
H 6.489 5.429 0.853  0.001
H 5.260 4.911 2.933  0.002
H 3.360 3.348 2.881  0.001
H -0.064 1.056 2.324  -0.026
H -0.263 -0.420 4.312  0.000
H 1.778 -1.446 5.303  0.000
H 3.993 -0.923 4.351  0.001
H 4.192 0.525 2.374  0.001
H 0.578 4.541 -3.219  0.000
H -1.284 5.333 -4.652  0.000
H -3.427 4.094 -4.709  0.002
H -3.712 2.071 -3.337  0.004
H -3.946 -1.462 -1.315  0.005
H -6.191 -1.458 -0.292  0.001
H -7.081 0.602 0.741  0.002
H -5.738 2.675 0.766  0.000
H -3.490 2.701 -0.247  0.003
H -0.832 -1.770 -0.538  0.114
H -0.473 -4.013 -1.594  0.003
H -0.912 -4.310 -4.001  0.000
H -1.716 -2.420 -5.366  0.002
H -2.123 -0.221 -4.330  0.003

Properties
- LUMO energy (alpha / beta): -10.295 / -13.763 eV
- Total charge: +4
- Energy above the lowest of the compared OMol25 structures with the same formula, charge and spin: 12.71 kcal per mole
- Spin multiplicity: 5

Computed, not measured: C44H120CdN7O20 as an isolated structure in a non-equilibrium geometry, with ωB97M-V/def2-TZVPD.

Last column: Mulliken charge in e.
CARTESIAN COORDINATES (ANGSTROEM)
Cd -3.173 -3.439 -4.859  0.968
C -2.794 -0.364 -0.721  -0.719
C -2.529 -1.875 -0.584  -0.169
O -3.119 -2.574 -1.628  -0.404
H -3.862 -0.149 -0.737  0.127
H -2.490 -0.040 -1.717  0.178
H -2.360 0.284 0.040  0.365
H -2.851 -2.288 0.372  0.320
H -1.462 -2.011 -0.765  0.266
O -0.785 -1.598 -5.603  -0.607
H -0.695 -0.665 -5.412  0.316
H -0.152 -1.762 -6.302  0.307
O -6.487 -4.701 -0.661  -0.615
H -5.631 -4.569 -1.069  0.295
H -6.748 -3.830 -0.364  0.324
O -4.915 3.191 -3.269  -0.643
H -5.338 3.973 -3.624  0.285
H -5.616 2.541 -3.218  0.345
O -1.284 2.062 -4.638  -0.625
H -0.579 2.561 -4.225  0.309
H -1.990 2.064 -3.991  0.324
O -0.852 -5.301 -4.402  -0.598
H -0.625 -5.933 -3.719  0.305
H -0.014 -5.069 -4.802  0.311
C -8.066 0.282 2.020  -0.793
O -8.429 -0.096 0.718  -0.342
C -8.128 0.836 -0.292  -0.297
C -8.145 0.224 -1.666  -0.814
N -8.069 1.245 -2.703  -0.069
C -9.165 2.223 -2.700  -0.686
C -9.183 3.037 -4.004  -0.810
O -7.974 3.861 -4.064  -0.245
C -7.545 4.065 -5.397  -0.733
H -6.988 0.302 2.178  0.317
H -8.365 -0.526 2.687  0.292
H -8.445 1.235 2.390  0.312
H -7.141 1.253 -0.090  0.309
H -8.932 1.572 -0.283  0.282
H -9.039 -0.398 -1.724  0.376
H -7.281 -0.440 -1.674  0.264
H -8.235 0.661 -3.510  0.225
H -9.126 2.965 -1.902  0.358
H -10.132 1.734 -2.585  0.453
H -10.100 3.626 -3.968  0.374
H -9.408 2.402 -4.861  0.409
H -8.021 4.994 -5.710  0.306
H -7.841 3.325 -6.141  0.320
H -6.476 4.277 -5.382  0.208
C -4.581 5.968 1.747  -0.762
O -4.442 7.041 2.612  -0.316
C -3.119 7.391 2.930  -0.593
C -2.971 8.581 3.930  -0.583
N -3.215 9.800 3.144  -0.385
C -3.445 10.991 3.942  -0.811
C -3.418 12.292 3.160  -0.569
O -4.539 12.346 2.227  -0.305
C -4.733 13.644 1.712  -0.745
H -3.928 5.883 0.878  0.326
H -5.574 6.096 1.315  0.248
H -4.509 5.036 2.308  0.292
H -2.634 7.554 1.967  0.354
H -2.626 6.484 3.278  0.427
H -2.019 8.662 4.454  0.407
H -3.721 8.582 4.722  0.342
H -4.133 9.643 2.752  0.241
H -2.687 11.074 4.721  0.465
H -4.328 11.009 4.580  0.382
H -2.486 12.431 2.613  0.325
H -3.479 13.155 3.823  0.417
H -3.802 14.091 1.365  0.300
H -5.165 14.320 2.451  0.296
H -5.412 13.619 0.859  0.247
C 11.763 1.262 -4.315  -0.673
O 11.021 0.698 -3.262  -0.334
C 10.382 -0.530 -3.607  -0.221
C 9.833 -1.263 -2.397  -0.927
N 8.487 -0.855 -1.983  -0.300
C 7.392 -1.166 -2.877  -0.343
C 6.143 -0.498 -2.276  -0.486
O 5.017 -0.602 -3.170  -0.320
C 3.765 -0.524 -2.449  -0.785
H 12.599 0.621 -4.597  0.300
H 12.255 2.193 -4.036  0.277
H 11.167 1.497 -5.197  0.213
H 11.146 -1.139 -4.090  0.389
H 9.724 -0.337 -4.455  0.268
H 10.551 -1.141 -1.585  0.304
H 9.857 -2.339 -2.573  0.407
H 8.528 0.144 -1.836  0.288
H 7.201 -2.240 -2.873  0.160
H 7.570 -0.857 -3.907  0.245
H 6.242 0.533 -1.936  0.290
H 5.846 -1.034 -1.375  0.349
H 3.563 -1.465 -1.938  0.328
H 3.018 -0.293 -3.208  0.207
H 3.886 0.282 -1.726  0.365
C 6.647 4.955 7.971  -0.796
O 5.642 4.825 6.946  -0.277
C 6.325 4.837 5.652  -0.535
C 5.343 5.536 4.666  -0.869
N 4.371 4.725 3.996  -0.318
C 3.662 3.914 4.894  -0.413
C 2.470 3.202 4.231  -0.535
O 1.710 2.424 5.158  -0.270
C 0.548 1.873 4.751  -0.734
H 7.184 5.897 7.854  0.314
H 7.231 4.036 8.003  0.314
H 6.212 4.933 8.970  0.252
H 6.699 3.861 5.340  0.346
H 7.237 5.430 5.731  0.507
H 5.857 6.046 3.851  0.441
H 4.814 6.316 5.214  0.340
H 4.818 4.195 3.262  0.261
H 3.291 4.478 5.750  0.275
H 4.382 3.185 5.263  0.260
H 2.760 2.585 3.380  0.282
H 1.743 3.938 3.889  0.339
H 0.211 1.216 5.553  0.260
H 0.698 1.193 3.912  0.292
H -0.286 2.543 4.541  0.265
C -0.387 -4.719 7.015  -0.725
O 0.411 -4.972 5.895  -0.378
C -0.258 -5.062 4.691  -0.575
C -1.179 -6.310 4.479  -0.624
N -0.423 -7.508 4.874  -0.266
C -1.213 -8.683 5.114  -0.695
C -0.471 -9.737 5.903  -0.588
O -0.112 -9.142 7.172  -0.303
C 0.650 -10.007 7.990  -0.753
H -0.926 -3.774 6.953  0.331
H 0.213 -4.684 7.924  0.275
H -1.186 -5.421 7.252  0.277
H 0.528 -4.972 3.941  0.303
H -0.884 -4.187 4.515  0.411
H -1.491 -6.331 3.435  0.337
H -2.054 -6.277 5.128  0.358
H 0.004 -7.244 5.751  0.288
H -1.552 -9.061 4.150  0.332
H -2.145 -8.470 5.639  0.388
H 0.523 -9.894 5.486  0.352
H -1.115 -10.607 6.029  0.416
H 0.126 -10.890 8.356  0.272
H 1.071 -9.462 8.835  0.242
H 1.516 -10.264 7.381  0.324
C 1.295 -10.020 0.881  -0.746
O 1.368 -9.651 -0.501  -0.386
C 1.164 -8.261 -0.723  -0.699
C -0.277 -7.844 -0.534  -0.282
N -1.124 -8.421 -1.577  -0.365
C -2.550 -8.244 -1.279  -0.228
C -3.367 -9.308 -2.036  -0.680
O -3.073 -10.597 -1.425  -0.328
C -3.876 -10.980 -0.320  -0.654
H 0.248 -10.006 1.183  0.221
H 1.828 -9.486 1.668  0.336
H 1.549 -11.071 1.017  0.342
H 1.539 -8.101 -1.734  0.277
H 1.857 -7.699 -0.095  0.445
H -0.229 -6.759 -0.439  0.292
H -0.682 -8.229 0.402  0.211
H -0.956 -9.417 -1.552  0.339
H -2.770 -7.266 -1.708  0.200
H -2.753 -8.286 -0.209  0.217
H -3.070 -9.401 -3.081  0.301
H -4.423 -9.061 -2.137  0.417
H -3.518 -11.987 -0.104  0.241
H -4.954 -11.041 -0.467  0.307
H -3.778 -10.306 0.530  0.244
C 1.618 3.651 -2.582  -0.886
O 2.105 3.359 -3.877  -0.175
C 3.292 4.012 -4.277  -0.734
C 3.543 3.681 -5.733  -0.545
N 4.382 2.497 -5.888  -0.073
C 4.455 2.194 -7.287  -0.559
C 5.213 0.893 -7.517  -0.838
O 6.511 0.959 -7.021  -0.204
C 7.435 1.573 -7.900  -0.845
H 1.280 4.664 -2.364  0.336
H 2.368 3.409 -1.828  0.355
H 0.803 2.953 -2.390  0.229
H 4.100 3.708 -3.612  0.384
H 3.066 5.059 -4.075  0.416
H 3.869 4.545 -6.313  0.385
H 2.554 3.387 -6.083  0.300
H 4.109 1.735 -5.284  0.057
H 4.968 2.995 -7.818  0.325
H 3.463 2.060 -7.718  0.395
H 5.151 0.489 -8.527  0.442
H 4.627 0.209 -6.903  0.318
H 8.477 1.299 -7.732  0.270
H 7.226 2.632 -8.051  0.291
H 7.322 1.212 -8.922  0.355

Properties
- LUMO energy: -7.998 eV
- Total charge: +1
- Energy above the lowest of the compared OMol25 structures with the same formula, charge and spin: 138.25 kcal per mole

Computed, not measured: a 7-piece molecular cluster, C21H42O21 overall in a non-equilibrium geometry, with ωB97M-V/def2-TZVPD.

Last column: Mulliken charge in e.
CARTESIAN COORDINATES (ANGSTROEM)
C 3.279 7.825 -2.706  -0.655
O 4.202 7.004 -3.442  -0.352
C 3.865 5.729 -3.539  0.865
O 2.963 5.193 -2.946  -0.552
O 4.670 5.160 -4.437  -0.355
C 4.694 3.744 -4.442  -0.439
H 3.033 7.410 -1.735  0.299
H 2.396 7.995 -3.321  0.308
H 3.789 8.777 -2.586  0.230
H 5.167 3.361 -3.535  0.130
H 5.235 3.354 -5.298  0.303
H 3.692 3.312 -4.505  0.240
C -3.853 1.571 -0.073  -0.167
O -4.749 0.942 -0.995  -0.344
C -6.002 0.837 -0.597  0.901
O -6.438 1.161 0.479  -0.583
O -6.705 0.292 -1.578  -0.364
C -8.093 0.108 -1.376  -0.659
H -4.251 2.525 0.269  0.340
H -2.890 1.724 -0.547  0.190
H -3.717 0.913 0.782  -0.163
H -8.651 1.020 -1.596  0.285
H -8.295 -0.220 -0.357  0.307
H -8.443 -0.641 -2.082  0.237
C 9.858 3.785 -1.025  -0.654
O 8.720 2.929 -1.063  -0.329
C 7.578 3.482 -0.670  0.817
O 7.452 4.559 -0.151  -0.555
O 6.590 2.627 -0.925  -0.334
C 5.285 3.147 -0.659  -0.253
H 10.610 3.412 -1.712  0.231
H 10.290 3.787 -0.021  0.281
H 9.586 4.810 -1.267  0.320
H 5.047 3.966 -1.338  0.143
H 5.168 3.425 0.382  0.416
H 4.600 2.348 -0.929  -0.073
C -3.007 -3.968 -0.985  -0.322
O -3.985 -4.242 0.015  -0.422
C -3.660 -3.906 1.263  0.847
O -2.671 -3.302 1.591  -0.327
O -4.588 -4.429 2.046  -0.418
C -4.563 -4.221 3.458  -0.496
H -2.737 -2.915 -0.953  0.039
H -3.465 -4.162 -1.953  0.272
H -2.175 -4.662 -0.873  0.206
H -3.567 -4.380 3.868  0.286
H -5.200 -5.021 3.836  0.271
H -4.989 -3.270 3.761  0.164
C 2.109 1.770 -2.145  -0.589
O 0.878 1.653 -1.435  -0.364
C 0.523 0.420 -1.111  0.689
O 1.066 -0.592 -1.469  -0.573
O -0.562 0.476 -0.337  -0.177
C -0.925 -0.746 0.286  -0.298
H 2.831 1.084 -1.704  0.279
H 2.540 2.767 -2.103  0.208
H 1.905 1.537 -3.190  0.284
H -1.021 -1.540 -0.457  0.311
H -1.885 -0.628 0.772  -0.032
H -0.206 -1.127 1.012  0.152
C 0.858 -8.301 1.385  -0.641
O 1.287 -7.081 0.769  -0.359
C 0.571 -5.996 1.039  0.770
O -0.491 -5.981 1.606  -0.538
O 1.221 -4.950 0.554  -0.349
C 0.539 -3.694 0.733  -0.148
H 1.316 -9.106 0.825  0.228
H -0.227 -8.411 1.319  0.299
H 1.128 -8.264 2.439  0.286
H -0.449 -3.754 0.280  -0.119
H 1.101 -2.991 0.126  0.236
H 0.425 -3.474 1.790  0.289
C -5.219 -0.545 2.935  -0.803
O -4.170 -0.896 3.844  -0.416
C -2.963 -0.406 3.625  1.045
O -2.663 0.474 2.859  -0.598
O -2.136 -1.008 4.465  -0.378
C -0.778 -0.617 4.398  -0.540
H -5.033 0.407 2.448  0.498
H -6.112 -0.535 3.548  0.333
H -5.287 -1.282 2.131  0.192
H -0.276 -1.029 5.271  0.272
H -0.684 0.469 4.457  0.322
H -0.282 -0.993 3.504  0.116

Properties
- LUMO energy: 0.617 eV
- SMILES: COC(=O)OC.COC(=O)OC.COC(=O)OC.COC(=O)OC.COC(=O)OC.COC(=O)OC.COC(=O)OC
- Total charge: 0
- Energy above the lowest of the compared OMol25 structures with the same formula, charge and spin: 7.67 kcal per mole

Q: What is the total charge in the first record?
A: +4

Q: Which of these has the lowest total charge?
A: C21H42O21